Entry 1:
Formula: C12H28BNO7P3
Source: the OMol25 dataset
Level of theory: ωB97M-V with the def2-TZVPD basis set

```
52
Properties=species:S:1:pos:R:3:nbo_charge:R:1
P 1.568 2.935 -1.663 2.03
P -0.293 3.055 -0.533 0.25
P -4.669 0.775 1.250 0.47
O 1.746 1.426 -2.161 -1.03
O 1.552 3.880 -2.803 -1.11
O -1.306 -1.062 -3.371 -0.54
O 2.843 3.200 -0.705 -1.00
O -2.572 0.209 -0.757 -0.72
O 4.293 -1.023 2.101 -0.54
O -1.949 1.797 0.803 -0.75
N -0.365 -0.711 -1.255 -0.59
C -0.721 1.392 0.184 0.00
C 2.989 -1.232 1.577 -0.06
C 1.639 0.942 1.483 -0.41
C 1.024 -1.453 -3.188 -0.73
C -0.821 -1.929 -0.556 -0.42
C 5.319 -1.436 1.229 -0.25
C -5.539 -0.059 -0.158 -0.91
C -4.800 -0.583 2.499 -0.91
C -0.330 -1.058 -2.658 0.73
C -1.241 0.460 -0.996 0.23
C 0.128 0.743 1.332 -0.45
C 2.502 -0.076 0.703 -0.45
B -2.793 0.590 0.694 0.36
H 2.962 -2.174 1.014 0.15
H 1.900 -0.498 -0.096 0.22
H 0.124 3.728 0.632 0.00
H -5.438 0.579 -1.034 0.23
H 1.368 -0.654 -3.844 0.26
H -2.315 -0.334 1.388 -0.16
H -5.828 -0.937 2.577 0.21
H -1.822 -2.207 -0.897 0.21
H 3.368 0.438 0.285 0.22
H -5.091 -1.034 -0.367 0.21
H 6.246 -1.448 1.801 0.18
H 1.751 -1.647 -2.404 0.22
H 3.635 3.237 -1.258 0.50
H -0.881 -1.742 0.512 0.23
H 1.167 0.790 -1.700 0.53
H -0.357 1.159 2.216 0.24
H 5.439 -0.743 0.388 0.16
H 0.898 -2.348 -3.800 0.23
H 2.336 -1.359 2.445 0.18
H -0.138 -2.755 -0.770 0.19
H -0.068 -0.327 1.364 0.21
H 1.928 1.972 1.286 0.22
H -4.434 -0.233 3.464 0.22
H 5.124 -2.444 0.846 0.16
H -6.592 -0.197 0.091 0.20
H -4.166 -1.423 2.196 0.21
H 1.862 0.769 2.541 0.20
H -1.187 1.052 -1.924 0.17
```

The relative energy (zero: lowest compared OMol25 entry of this formula, charge and spin) is 4.6 kcal per mole. The multiplicity is 1. The calculation puts the gap between HOMO and LUMO at 6.604 eV. The net charge is -1.

---

Entry 2:
Formula: C12H28Br2NO3P
Source: the OMol25 dataset
Level of theory: ωB97M-V with the def2-TZVPD basis set

```
47
Properties=species:S:1:pos:R:3:nbo_charge:R:1
Br 6.161 0.868 0.908 -0.02
Br 6.646 2.970 -1.947 0.01
P 3.638 2.501 -2.578 0.59
O -3.625 -2.552 0.297 -0.55
O -1.700 -0.666 1.748 -0.55
O -4.446 -0.447 3.049 -0.55
N 0.389 2.054 -0.599 -0.84
C 5.116 0.824 -0.763 -0.24
C -3.625 0.619 2.608 -0.09
C -1.995 -2.027 2.007 -0.09
C -2.327 -2.843 0.779 -0.09
C 4.963 2.247 -1.278 -0.56
C -3.752 -2.684 -1.100 -0.25
C 2.657 0.929 -2.672 -0.71
C 1.144 1.243 -2.816 -0.41
C -2.768 0.212 1.433 -0.09
C 5.713 -0.179 -1.745 -0.66
C -4.649 -0.473 4.443 -0.25
C 0.342 0.942 -1.557 -0.21
H -3.379 -0.177 0.616 0.19
H -3.701 -3.734 -1.412 0.17
H -3.700 -0.403 4.985 0.16
H 2.796 0.260 -1.829 0.21
H 6.213 0.317 -2.572 0.23
H 2.999 0.437 -3.579 0.23
H 0.993 2.288 -3.092 0.21
H -1.576 -2.645 0.005 0.17
H 6.448 -0.810 -1.254 0.24
H 0.712 0.013 -1.107 0.16
H 4.942 -0.835 -2.146 0.22
H 0.129 1.720 0.320 0.36
H 4.733 2.888 -0.433 0.25
H 2.759 3.264 -1.782 -0.05
H -5.120 -1.425 4.685 0.19
H -5.307 0.340 4.770 0.17
H -2.773 -2.134 2.765 0.19
H -2.272 -3.907 1.047 0.17
H -4.264 1.454 2.291 0.17
H -0.703 0.760 -1.809 0.19
H 4.141 0.486 -0.436 0.22
H -2.979 0.970 3.420 0.17
H 1.328 2.420 -0.527 0.35
H -2.278 1.120 1.068 0.18
H -2.974 -2.119 -1.626 0.16
H -4.724 -2.281 -1.378 0.19
H -1.069 -2.436 2.418 0.19
H 0.747 0.632 -3.625 0.22
```

The multiplicity is 1. The SMILES is C[C@@H](Br)[C@@H](Br)PCCCN.COCCOCCOC. The calculation puts the gap between HOMO and LUMO at 9.634 eV. The net charge is 0.

---

Entry 3:
Formula: C12H28CeNO3P2
Source: the OMol25 dataset
Level of theory: ωB97M-V with the def2-TZVPD basis set

```
47
Properties=species:S:1:pos:R:3:lowdin_spin:R:1
Ce 0.000 0.000 0.857 0.48
P -2.299 0.026 0.667 0.07
P 2.280 -0.313 0.516 0.04
O 1.837 2.219 -2.029 0.00
O 0.000 0.000 2.857 0.02
O -0.821 2.673 -1.739 0.02
N -0.113 -0.709 -1.195 0.02
C 1.000 -1.279 -3.262 0.00
C -0.227 -1.502 -3.861 0.00
C -3.134 1.622 0.312 0.05
C 3.397 1.101 0.916 0.03
C 0.000 0.000 4.277 0.01
C 2.308 -0.563 -1.245 0.02
C -2.536 -0.996 -0.874 0.00
C -1.417 -1.364 -3.112 0.00
C 1.079 -0.868 -1.892 0.00
C 3.084 -1.718 1.405 -0.01
C -3.342 -0.781 1.946 0.00
C -1.313 -0.991 -1.772 0.00
H -2.951 -1.795 2.132 0.00
H -2.694 -2.033 -0.518 0.00
H -4.201 1.477 0.070 0.01
H 4.444 0.860 0.659 0.01
H -3.443 -0.702 -1.430 0.00
H -0.713 3.567 -1.366 0.00
H 0.000 1.046 4.646 0.00
H -0.276 -1.804 -4.913 0.00
H 3.072 1.972 0.324 0.00
H -0.100 1.266 0.101 0.12
H -2.395 -1.573 -3.551 0.00
H 1.931 -1.405 -3.823 0.00
H 0.334 1.341 0.802 0.10
H 0.123 2.431 -1.960 0.00
H 3.240 -0.823 -1.763 0.00
H -3.246 -0.201 2.879 0.00
H -3.042 2.274 1.198 0.00
H 2.511 -2.635 1.193 0.00
H 2.046 1.265 -1.765 0.00
H -0.125 -1.528 1.297 0.00
H -0.906 -0.523 4.645 0.00
H -2.598 2.081 -0.537 0.00
H 3.325 1.333 1.992 0.00
H 4.128 -1.849 1.073 0.00
H 2.185 2.281 -2.937 0.00
H 3.062 -1.522 2.491 0.00
H 0.906 -0.523 4.645 0.00
H -4.402 -0.832 1.645 0.00
```

The multiplicity is 2. The calculation puts the gap between HOMO and LUMO (spin up / spin down) at 6.683 / 6.460 eV. Its expectation value of S² is 0.759. The net charge is 0.

---

Entry 4:
Formula: C12H28IrN3PS
Source: the OMol25 dataset
Level of theory: ωB97M-V with the def2-TZVPD basis set

```
46
Properties=species:S:1:pos:R:3:nbo_charge:R:1
Ir 0.770 -0.556 0.908 0.84
S -0.864 -1.127 4.996 0.72
P -0.447 0.824 -0.552 1.40
N -0.012 -2.227 0.113 -0.64
N 2.378 -0.693 -0.448 -0.78
N -0.352 -0.333 2.631 -0.56
C 0.482 1.148 -2.081 -0.77
C -0.247 2.079 -3.063 -0.62
C 0.536 3.125 0.676 -0.62
C 0.942 -3.391 0.028 -0.24
C 3.043 -2.043 -0.461 -0.24
C -3.148 1.073 -1.321 -0.61
C -0.744 2.421 0.227 -0.77
C -1.146 0.641 3.209 -0.05
C -0.142 -1.328 3.500 -0.21
C 2.077 -3.115 -0.953 -0.45
C -1.504 0.370 4.484 -0.39
C -2.046 0.057 -0.972 -0.77
H 3.927 -1.990 -1.096 0.26
H 1.193 3.347 -0.165 0.24
H 0.438 2.313 -3.877 0.28
H 0.442 -2.210 3.268 0.24
H -0.418 -2.070 -0.810 0.42
H 1.441 1.589 -1.793 0.26
H -1.443 2.241 1.041 0.25
H -1.121 1.604 -3.502 0.24
H -1.397 1.545 2.686 0.23
H -1.883 -0.625 -1.814 0.26
H 3.380 -2.258 0.556 0.22
H 1.100 2.542 1.414 0.20
H 1.666 -2.833 -1.929 0.22
H 1.314 -3.588 1.035 0.22
H -2.873 1.736 -2.137 0.24
H -1.300 3.028 -0.492 0.30
H 2.211 -0.398 -1.406 0.42
H -2.370 -0.534 -0.110 0.25
H 0.292 4.075 1.148 0.28
H 3.076 -0.031 -0.098 0.42
H -0.800 -2.500 0.707 0.43
H -3.428 1.674 -0.458 0.23
H 2.626 -4.041 -1.124 0.30
H -2.103 0.980 5.144 0.31
H -4.032 0.518 -1.633 0.27
H -0.541 3.023 -2.606 0.23
H 0.358 -4.256 -0.293 0.27
H 0.670 0.192 -2.580 0.24
```

The relative energy (zero: lowest compared OMol25 entry of this formula, charge and spin) is 11.2 kcal per mole. The multiplicity is 1. The calculation puts the gap between HOMO and LUMO at 7.679 eV. The net charge is +3.